No. 1
{"formula": "C12H36BrO6", "method": "wB97M-V/def2-TZVPD", "charge": -1, "relative_energy_ev": 28.754, "lumo_energy_ev": 3.0848, "symbols": ["Br", "O", "O", "O", "O", "O", "O", "C", "C", "C", "C", "C", "C", "C", "C", "C", "C", "C", "C", "H", "H", "H", "H", "H", "H", "H", "H", "H", "H", "H", "H", "H", "H", "H", "H", "H", "H", "H", "H", "H", "H", "H", "H", "H", "H", "H", "H", "H", "H", "H", "H", "H", "H", "H", "H"], "positions_angstrom": [[-0.05988, -0.03951, 0.48221], [-1.80333, -0.21982, 2.16198], [-0.39812, 0.18980, 2.84103], [0.85558, -1.42972, -1.28351], [-1.04236, 1.96884, 1.22655], [1.73203, -1.28188, 1.30760], [-1.24393, -1.85189, 0.07096], [0.23300, 2.93233, -0.49806], [-0.14341, 2.96440, 0.94616], [0.85693, -0.05431, 3.47967], [1.54942, -1.12673, -3.52984], [0.98741, -0.51459, -2.27589], [-1.70364, -1.40505, -1.15979], [1.86939, 0.55337, -1.61275], [-3.20746, -1.46507, -0.96589], [-1.17546, -2.37128, -2.29419], [-3.01698, -0.75035, 1.56306], [1.05265, 2.95629, 1.87069], [2.77859, -0.52170, 0.78295], [-3.69024, -0.74933, -0.30050], [-3.73707, -0.88162, 2.37075], [-1.35081, -0.38836, -1.33290], [2.77677, 0.53082, 1.06632], [-1.52942, -2.08154, -3.28357], [0.68079, -0.66695, 4.36385], [1.88493, 1.47487, -2.19473], [1.54145, 0.90223, -0.63354], [-0.69385, 3.85589, 1.24678], [0.80172, 2.03869, -0.75503], [-3.49177, -0.10901, 0.82052], [0.98858, -2.03633, -3.74468], [1.55318, 3.92398, 1.90440], [2.73109, -0.45958, -0.30424], [-0.60875, -1.20048, 0.37725], [0.44804, -0.90002, -0.59436], [-0.13790, 0.26844, 1.92031], [-3.52789, -2.45477, -0.64038], [0.00947, -0.08057, -2.48409], [-0.67469, 1.16780, 0.84609], [-0.68397, 2.93315, -1.08737], [-0.08954, -2.27712, -2.28789], [1.48715, -0.68820, 2.85589], [0.86826, -0.95095, 1.05075], [1.78853, 2.18775, 1.63421], [-2.90495, -1.71636, 1.07072], [2.60931, -1.37557, -3.47664], [-1.11072, -0.28319, 1.50025], [2.88969, 0.20969, -1.44263], [0.75288, 2.70347, 2.88770], [-3.67065, -1.32056, -1.94194], [0.90042, 3.74484, -0.78525], [1.47011, 0.81332, 3.72322], [1.27247, -0.46185, -4.34795], [3.80792, -0.80274, 1.00561], [-1.48093, -3.40297, -2.11990]], "forces_ev_per_angstrom": [[7.3, 15.3, -9.7], [-14.5, -4.4, -2.9], [11.6, 3.3, 10.3], [3.4, -3.3, -1.6], [-2.7, 3.8, 1.2], [6.0, -4.1, 1.3], [-2.9, -6.3, -1.8], [0.2, 0.4, -0.8], [-0.1, 1.2, 0.9], [0.7, -0.4, 0.7], [-0.6, 0.0, -0.5], [1.6, 1.7, 0.5], [-1.4, -2.5, -0.4], [0.7, 1.8, -2.4], [-1.5, 0.1, -2.9], [-1.0, 0.6, -0.1], [-0.5, 0.3, 1.5], [0.7, -0.3, 0.7], [0.3, 0.2, -0.8], [0.5, -0.6, -1.5], [-0.1, 0.2, 0.4], [-0.5, 0.1, -0.4], [-0.4, 0.4, 0.5], [-0.4, 0.1, -0.1], [-0.2, 0.3, 0.4], [0.3, 0.1, -0.5], [0.6, -0.9, -0.9], [0.0, 0.6, -0.6], [-0.9, 1.1, 0.3], [0.2, 0.9, 1.1], [0.2, -0.1, 0.0], [0.1, 0.1, -0.2], [0.3, -1.3, 1.7], [-3.6, -8.8, -0.2], [1.5, -2.2, -2.4], [1.6, 1.9, 5.2], [0.3, -0.1, 0.0], [-0.2, 0.3, -0.5], [-2.9, 5.1, 0.9], [0.1, 0.2, -0.3], [-1.4, -1.1, -0.1], [-0.2, 0.3, 0.7], [3.4, -3.1, 1.8], [0.1, 0.0, -0.3], [0.1, 0.3, 0.9], [0.0, 0.3, 0.0], [-5.4, -2.0, 1.7], [-0.1, 0.4, -1.4], [-0.3, 0.2, 0.0], [-0.2, -0.1, -0.4], [-0.2, 0.4, -0.1], [-0.1, 0.5, 0.4], [0.7, 0.1, -0.3], [-0.2, -1.0, 0.7], [-0.1, 0.0, 0.2]]}

***

No. 2
{"formula": "C12H36F6N6O15S6", "method": "wB97M-V/def2-TZVPD", "lumo_energy_ev": -1.0781, "symbols": ["S", "S", "S", "S", "S", "S", "F", "F", "F", "F", "F", "F", "O", "O", "O", "O", "O", "O", "O", "O", "O", "O", "O", "O", "O", "O", "O", "N", "N", "N", "N", "N", "N", "C", "C", "C", "C", "C", "C", "C", "C", "C", "C", "C", "C", "H", "H", "H", "H", "H", "H", "H", "H", "H", "H", "H", "H", "H", "H", "H", "H", "H", "H", "H", "H", "H", "H", "H", "H", "H", "H", "H", "H", "H", "H", "H", "H", "H", "H", "H", "H"], "positions_angstrom": [[-3.47458, -1.43204, -22.64178], [-7.41172, -8.59905, -14.14265], [-5.82466, -5.08158, -17.15426], [-9.90768, -9.35225, -13.44921], [-3.30332, -4.02308, -18.15849], [-5.19024, 0.77285, -22.68963], [-5.91738, -6.56904, -17.71950], [-5.49885, 1.78321, -23.83205], [-6.64183, -9.08338, -15.56429], [-2.98113, -3.48369, -19.52110], [-1.94209, -1.30745, -23.04384], [-9.49587, -10.93894, -13.56443], [-4.41605, 1.45447, -21.67083], [-6.94933, -7.19366, -14.12635], [-2.43857, -9.21978, -20.94706], [-3.44074, -1.20568, -21.23698], [-2.44068, -5.21235, -17.96412], [-6.33792, -0.84253, -19.29444], [-9.56136, -8.94228, -12.14682], [-10.67497, -6.49526, -18.41999], [-6.42014, 0.17893, -22.36657], [-3.84941, -2.76317, -22.91348], [-3.42147, -3.01804, -17.23171], [-5.08269, -5.11055, -15.95939], [-6.84869, -9.47615, -13.21843], [-11.21204, -9.66405, -13.98808], [-7.17223, -4.69031, -17.05923], [-5.64579, -2.66124, -20.77888], [-3.76695, -7.46492, -19.42637], [-8.96598, -8.75524, -14.60805], [-4.20134, -0.37241, -23.63474], [-5.00514, -4.44787, -18.38909], [-9.53056, -9.64983, -17.02499], [-7.05779, -2.28596, -21.04226], [-2.96573, -8.51035, -17.34757], [-11.81083, -9.25211, -17.92662], [-10.13363, -7.31033, -17.47957], [-3.03361, -10.17975, -21.79096], [-10.37021, -8.79904, -17.92194], [-10.77526, -5.16224, -17.91787], [-2.44163, -9.49725, -19.52486], [-6.43548, 0.35093, -18.53010], [-7.52073, -1.46226, -19.85386], [-7.88035, -3.51466, -21.37706], [-2.62421, -8.16761, -18.81208], [-9.93312, -8.90096, -18.91621], [-8.87699, -3.14766, -21.60193], [-8.27846, -0.76203, -20.15875], [-1.78283, -7.48466, -18.85111], [-9.35759, -9.21470, -15.96483], [-11.97097, -10.33068, -18.06218], [-9.89672, -10.57297, -17.02743], [-10.55405, -7.02321, -16.47944], [-10.27291, -5.15741, -16.93684], [-1.45681, -9.94731, -19.30426], [-5.64366, -3.12243, -19.85985], [-8.66480, -9.81339, -17.50029], [-6.64044, 0.16648, -17.46114], [-3.70882, -9.31166, -17.22653], [-9.01666, -7.14137, -17.44362], [-4.96523, -1.86570, -20.66526], [-4.06744, -10.40245, -21.48857], [-11.82591, -4.87573, -17.84467], [-3.29116, -10.13835, -19.23848], [-3.58222, -7.12140, -20.36659], [-7.22177, 0.99594, -18.91831], [-7.48228, -3.98791, -22.26386], [-12.36509, -8.78221, -18.71784], [-10.21537, -4.47261, -18.55359], [-2.46014, -11.13170, -21.83361], [-7.91487, -4.17727, -20.50120], [-3.05593, -9.78400, -22.79985], [-12.27381, -9.01216, -16.94861], [-5.50880, 0.84552, -18.70885], [-4.56405, -8.03018, -19.53395], [-4.10105, -6.64592, -18.96470], [-7.92887, -2.05759, -19.01682], [-5.25765, -3.29533, -21.49783], [-2.02545, -8.80372, -16.91382], [-7.11760, -1.60639, -21.88088], [-3.27222, -7.58701, -16.85999]], "forces_ev_per_angstrom": [[0.2, 2.4, -1.3], [3.5, 5.3, -2.8], [2.1, 1.5, -0.7], [-1.2, -4.5, -1.8], [-3.6, -6.0, 1.7], [5.0, -1.1, -0.4], [-0.1, -1.2, 0.1], [0.2, -0.1, 0.0], [-1.5, 0.0, 0.7], [0.2, 0.5, -1.6], [-0.7, -0.1, -0.3], [1.4, 0.6, 0.8], [-1.4, -0.5, -1.5], [-2.0, -3.1, 0.1], [-0.3, 0.2, 0.6], [0.0, 1.3, 1.4], [-1.4, 2.3, -0.8], [-0.5, -0.2, -0.7], [-0.4, 0.5, 0.1], [-0.9, 1.0, -1.2], [-1.7, -0.2, 0.3], [-0.3, -2.2, -1.5], [1.6, 3.1, 2.2], [0.8, -0.7, 0.8], [-0.4, -1.6, 1.4], [0.2, 2.9, 0.5], [-1.3, 0.4, -0.9], [0.1, -0.4, 0.3], [0.5, 0.8, -1.4], [0.5, 0.0, 1.0], [-0.9, 1.1, 2.9], [1.7, -0.2, -1.0], [-0.1, 0.7, 0.2], [-0.1, 0.4, -0.4], [0.2, 0.9, -0.5], [-0.4, -0.2, 1.2], [1.1, -1.3, 0.8], [0.1, -0.9, 0.1], [0.2, 1.1, 0.2], [0.6, 0.0, 0.3], [0.5, 0.5, -1.8], [-1.0, -0.5, -0.2], [0.9, -0.1, 2.1], [0.0, 0.6, 1.0], [-0.3, -1.1, 1.3], [-0.1, 0.1, -0.1], [-0.3, -0.3, 0.0], [-0.2, 0.6, -0.2], [0.1, -0.1, -0.2], [0.1, -0.6, -0.9], [0.5, 0.1, -0.1], [-0.9, -1.0, 0.7], [0.3, -1.0, -0.4], [-0.4, 0.5, -0.2], [-0.6, 0.0, 0.4], [0.3, -0.5, 0.1], [1.1, 0.5, 0.2], [0.3, -0.1, -0.4], [0.2, 0.4, -0.1], [-0.7, -0.2, 0.3], [-0.6, -0.3, -0.3], [0.1, 0.0, 0.0], [0.1, 0.0, 0.0], [0.4, -0.1, -0.2], [0.6, -0.3, -0.3], [-0.2, 0.1, -0.1], [0.1, -0.3, -0.1], [-0.2, 0.5, -0.2], [-0.2, -0.1, -0.1], [-0.3, 0.5, 0.2], [-0.1, -0.1, -0.4], [0.1, 0.2, 0.0], [0.1, 0.0, -0.5], [0.7, 0.4, 0.3], [-1.4, -1.3, 0.1], [-0.1, 1.2, 1.4], [-0.2, -0.3, -0.5], [-0.2, 0.5, 0.3], [0.2, -0.3, 0.5], [0.5, -0.2, -0.2], [-0.2, -0.1, 0.3]]}

***

No. 3
{"formula": "C12H36FN6O5", "method": "wB97M-V/def2-TZVPD", "charge": -1, "lumo_energy_ev": 2.6924, "symbols": ["F", "O", "O", "O", "O", "O", "N", "N", "N", "N", "N", "N", "C", "C", "C", "C", "C", "C", "C", "C", "C", "C", "C", "C", "H", "H", "H", "H", "H", "H", "H", "H", "H", "H", "H", "H", "H", "H", "H", "H", "H", "H", "H", "H", "H", "H", "H", "H", "H", "H", "H", "H", "H", "H", "H", "H", "H", "H", "H", "H"], "positions_angstrom": [[1.60757, -4.32381, 1.59835], [2.70093, -2.69456, -3.74743], [3.52994, -0.46467, 4.33962], [5.11582, -6.47804, -0.91636], [-5.07448, -0.76302, 1.39987], [0.13956, -7.97690, 3.66657], [-3.10123, -3.00246, 2.36606], [6.00699, -8.48822, -0.61879], [2.46083, 0.18496, 6.19064], [5.40830, -2.89019, -4.34412], [1.64490, -1.39070, 5.00286], [4.39974, -7.84127, 0.71721], [4.45656, -2.70224, -5.42589], [1.34055, -2.99859, -3.36184], [-6.16731, -0.10493, 1.86824], [2.60095, -0.55066, 5.16153], [-4.27374, -4.39857, 0.68376], [3.08768, -3.25741, -4.99914], [0.70230, -8.51643, 5.83866], [5.06059, -7.54491, -0.35520], [-0.07609, -7.59538, 4.97196], [5.02619, -3.50644, -6.65329], [-5.28633, -2.16526, 1.39539], [-3.95681, -2.98469, 1.14783], [6.21663, -2.38142, -4.67252], [0.35946, -6.59966, 5.05517], [5.68378, -3.86036, -4.39879], [5.91176, -3.05613, -7.10171], [-5.69919, -2.43604, 2.36715], [-3.47449, -5.13323, 0.78158], [1.77047, -8.55693, 5.62540], [0.56613, -8.31997, 6.90213], [6.40074, -8.52723, -1.54806], [-1.14945, -7.61311, 5.16088], [-5.87538, 0.94344, 1.92983], [-4.56822, -4.35241, -0.36469], [1.18803, -4.00325, -2.96749], [4.41552, -1.61720, -5.52122], [-2.20674, -3.36135, 2.06408], [5.05085, -4.53434, -6.29147], [3.05753, -4.33523, -4.83947], [-6.52483, -0.36746, 2.86391], [0.73163, -3.05259, -4.26428], [-3.48675, -2.47546, 0.30651], [4.38457, -8.80497, 1.01911], [0.92281, -2.41909, -2.53857], [3.70153, -7.23521, 1.12377], [0.40184, -7.15470, 3.24611], [3.15011, 0.90659, 6.34632], [-5.08211, -4.93220, 1.18363], [1.66737, -2.04805, 4.23639], [0.49474, -9.57101, 5.65731], [6.08653, -9.23484, 0.05673], [-2.88671, -2.05730, 2.65022], [1.69089, 0.14361, 6.84300], [2.41351, -3.05366, -5.83106], [4.33210, -3.55179, -7.49250], [-5.98530, -2.24595, 0.56290], [1.22734, -1.57118, 5.90462], [-7.01628, -0.07009, 1.18549]], "forces_ev_per_angstrom": [[-0.3, -0.2, 0.3], [-1.0, 0.5, -0.1], [-0.2, 0.7, 0.9], [-1.0, 0.8, -1.0], [1.7, -0.8, 0.3], [0.2, -0.1, -1.9], [-0.7, 0.0, -0.8], [0.7, -1.6, -0.5], [0.5, 4.4, 5.2], [0.3, 0.2, 0.0], [-3.5, -2.9, 0.2], [-2.9, -1.2, 3.3], [0.3, -1.1, 0.2], [0.4, -1.2, -0.7], [-0.7, 2.3, 0.2], [4.0, -0.7, -5.5], [-0.4, -0.6, -0.3], [0.0, 0.3, 0.7], [0.6, -1.3, 1.1], [3.0, 1.7, -1.3], [0.5, 0.3, 0.5], [-2.0, 0.9, 0.0], [1.1, -0.3, -0.4], [-0.9, 0.8, 0.8], [0.5, 0.1, 0.4], [-0.5, 0.3, 0.6], [0.2, -0.3, 0.5], [0.4, -0.4, 0.6], [-0.3, -0.4, 0.0], [0.5, 0.5, -0.1], [0.1, 0.9, -0.1], [0.0, 0.0, 0.1], [0.0, -0.1, 0.5], [-0.1, 0.2, 0.5], [0.1, 0.2, 0.2], [0.1, -0.1, -0.1], [0.8, -0.5, 0.1], [-0.4, 0.0, -0.6], [0.3, -0.3, 0.1], [0.9, 0.0, -0.2], [0.6, -0.4, -0.4], [0.1, -0.5, 0.2], [-0.4, 0.8, -0.1], [0.3, 0.1, -0.1], [-0.2, 0.4, 0.0], [0.5, 0.8, -0.5], [0.1, 0.3, -0.3], [0.1, -0.1, -0.9], [-0.2, -0.3, 0.0], [-0.4, 0.5, 0.4], [0.0, -0.3, 0.2], [-0.8, -0.1, 0.0], [0.3, -0.2, -0.8], [-0.2, 0.3, 0.0], [0.2, 0.0, -0.4], [-0.6, 0.3, 0.1], [-0.4, 0.1, -0.1], [-0.3, -1.2, 0.0], [-0.8, -1.0, -0.8], [-0.3, -0.6, -0.3]]}

***

No. 4
{"formula": "C12H36InO16P4", "method": "wB97M-V/def2-TZVPD", "charge": 3, "relative_energy_ev": 1.510, "lumo_energy_ev": -9.5702, "symbols": ["In", "P", "P", "P", "P", "O", "O", "O", "O", "O", "O", "O", "O", "O", "O", "O", "O", "O", "O", "O", "O", "C", "C", "C", "C", "C", "C", "C", "C", "C", "C", "C", "C", "H", "H", "H", "H", "H", "H", "H", "H", "H", "H", "H", "H", "H", "H", "H", "H", "H", "H", "H", "H", "H", "H", "H", "H", "H", "H", "H", "H", "H", "H", "H", "H", "H", "H", "H", "H"], "positions_angstrom": [[-15.04239, -4.68347, -1.37195], [-16.96695, -1.88245, -1.66907], [-16.43356, -7.66824, -1.55131], [-14.23167, -3.39296, 1.69189], [-12.65335, -4.58860, -3.70548], [-14.62677, -3.69275, 0.21298], [-15.26276, -4.10978, 2.80562], [-15.40372, -6.53058, -1.80173], [-18.27708, -2.11515, -2.53524], [-12.96937, -5.49382, -5.04573], [-13.60405, -4.75446, -2.52673], [-12.66260, -3.05235, -4.34055], [-14.28900, -1.81286, 2.21635], [-12.80897, -3.97659, 2.22128], [-15.99413, -9.07829, -2.32338], [-17.50359, -1.20463, -0.23827], [-16.58301, -8.01879, 0.07220], [-17.93905, -7.45638, -2.17056], [-15.93146, -3.01110, -1.49750], [-16.33485, -0.59004, -2.35780], [-11.06336, -4.99812, -3.39630], [-15.70970, -8.85630, 0.73916], [-10.96640, -6.30305, -2.88385], [-19.01193, -3.38971, -2.42915], [-15.20747, -0.84415, -3.15618], [-13.87754, -2.32364, -4.63037], [-12.19003, -3.80095, 3.49568], [-12.20493, -5.30080, -6.26362], [-15.42693, -5.43874, 2.81962], [-18.43969, -0.10624, -0.17835], [-14.63340, -9.18634, -2.76122], [-19.14312, -8.14305, -1.78698], [-15.07041, -0.92530, 1.41896], [-15.59836, -9.87659, 0.37214], [-10.94220, -6.18489, -1.80054], [-10.02086, -6.81086, -3.07406], [-16.12718, -1.04420, 1.65811], [-14.32924, -1.71155, -3.84972], [-18.52605, -4.18884, -1.86931], [-11.41368, -4.53029, 3.72684], [-14.60073, -9.02259, -3.83835], [-15.79686, -8.73460, 1.81883], [-14.97735, -1.22249, 0.37440], [-16.26988, -5.76392, 3.42937], [-15.25243, 0.10656, -3.68744], [-19.27370, -0.17922, -0.87634], [-12.55220, -6.13561, -6.87238], [-18.93908, -0.32035, 0.76658], [-14.72526, -8.43500, 0.53547], [-11.16656, -5.41851, -5.95373], [-19.62354, -8.61308, -2.64510], [-11.70907, -7.01786, -3.23822], [-15.74011, -5.87974, 1.87329], [-12.37784, -4.37363, -6.81003], [-20.00802, -3.31288, -1.99326], [-13.89958, -8.64658, -2.16268], [-14.35582, -0.93173, -2.48156], [-14.66801, 0.08033, 1.54087], [-13.52348, -1.71150, -5.45986], [-15.46595, -1.63764, -3.85736], [-19.11466, -3.65036, -3.48253], [-19.19721, -8.89587, -1.00057], [-14.48020, -10.26551, -2.76397], [-14.52598, -5.94128, 3.17155], [-13.00700, -4.01677, 4.18421], [-19.87431, -7.44145, -1.38548], [-11.75574, -2.80123, 3.50221], [-14.71988, -2.86661, -5.05899], [-17.99281, 0.87594, -0.02427]], "forces_ev_per_angstrom": [[-1.9, -1.5, 1.4], [-2.2, 4.3, 1.8], [-2.3, -4.5, 0.2], [0.6, 0.0, 5.2], [2.9, 1.1, -4.7], [2.6, 1.2, 6.0], [1.2, 4.9, -2.6], [-2.4, -2.9, 0.0], [1.3, -1.4, 1.4], [-1.4, 1.4, 3.7], [4.3, -0.2, -3.9], [0.4, -3.3, 2.4], [0.6, -4.1, -1.6], [-2.2, 0.2, -4.2], [-0.7, 4.1, 2.2], [2.0, -2.7, -2.8], [-2.2, 2.2, -4.3], [3.7, 0.6, 1.7], [-4.2, 4.0, -1.7], [-1.9, -1.9, 2.4], [-3.6, 2.4, -1.1], [3.4, -0.3, 0.5], [0.8, -1.7, 1.8], [-0.5, -0.2, -1.1], [-3.1, 3.4, 0.6], [1.8, 0.0, -2.0], [-0.6, 0.4, 1.3], [0.6, -0.8, -0.2], [-0.5, -3.9, 0.1], [-1.5, -0.3, 1.5], [0.3, -1.9, -1.2], [-2.5, -0.5, 0.5], [-0.6, 0.3, -0.8], [-1.0, -0.1, 0.2], [-0.5, -0.4, 0.1], [0.3, 0.7, -0.7], [0.2, 0.4, 0.3], [4.5, -2.5, -1.6], [0.6, 0.2, 0.0], [-0.1, -0.2, -0.9], [0.1, 0.9, 0.1], [-0.7, -0.4, -0.2], [0.1, 0.3, -0.1], [0.1, 0.6, 0.6], [1.4, -0.2, -0.6], [0.6, 0.2, -0.6], [0.3, 0.1, -0.1], [0.0, 0.1, 0.2], [0.6, -0.1, 0.2], [0.1, 0.1, -0.6], [0.6, 0.2, -0.3], [-0.4, 0.3, 0.0], [0.3, 0.1, -0.7], [-0.2, 0.1, 0.5], [0.2, 0.8, 0.0], [-0.2, -0.1, -0.1], [0.2, -0.3, -0.4], [-0.2, -0.2, 0.2], [-0.3, 0.4, 0.1], [-1.9, 0.9, 1.1], [-0.1, -0.4, 0.3], [1.5, -0.2, 0.0], [0.5, 0.0, 0.7], [0.0, -0.2, 0.0], [0.4, 0.7, 0.6], [0.3, 0.6, -0.3], [-0.3, -0.1, 0.5], [0.1, -1.0, 0.0], [0.4, -0.2, -0.8]]}

***

no.,frontier orbital gap (eV)
1,7.0
2,8.3
3,6.4
4,9.3